Below is 2 unconnected molecules or ions with the total composition CH2IOP, with properties calculated with the ωB97M-V functional and the def2-TZVPD basis.

Output
Strongest force on any atom ... 1.51 eV Å⁻¹
HOMO energy (alpha / beta) ... -9.895 / -9.706 eV
HOMO-LUMO gap (alpha / beta) ... 7.32 / 6.63 eV
Energy relative to the best compared isomer or geometry (same formula, charge and spin) ... 1.821 eV

Last column: Löwdin charge in e.
Atoms and positions in Å:
C: -0.303 -0.559 -0.400  -0.6437
O: -1.300 -0.943 0.143  -0.0310
P: 0.396 1.118 -0.063  0.7930
I: 3.548 -0.084 0.008  -0.0524
H: 0.223 -1.148 -1.175  0.0599
H: 0.085 1.067 1.310  -0.1257

Force components x, y, z for each atom (eV/Å):
0.27 -0.20 -0.10
-0.16 -0.06 0.05
1.36 -0.12 -0.10
-1.42 0.50 0.02
-0.12 -0.04 0.00
0.07 -0.07 0.13

***

Below is a single CH2IOP molecule, with properties calculated with the ωB97M-V functional and the def2-TZVPD basis.

Output
Strongest force on any atom ... 4.35 eV Å⁻¹
HOMO energy (alpha / beta) ... -7.710 / -10.542 eV
2S+1 ... 3
HOMO-LUMO gap (alpha / beta) ... 7.20 / 7.84 eV
Energy relative to the best compared isomer or geometry (same formula, charge and spin) ... 1.374 eV

Last column: Löwdin charge in e.
Atoms and positions in Å:
C: -0.195 -0.547 0.475  -0.8123
O: -1.098 1.615 -0.978  -0.3898
P: 0.035 0.827 -0.520  0.5584
I: 1.532 -1.660 1.173  0.7187
H: -1.107 -0.409 1.140  0.0169
H: 0.833 0.174 -1.290  -0.0919

Force components x, y, z for each atom (eV/Å):
-1.55 -1.93 3.58
-2.20 0.55 -0.93
2.00 2.29 1.90
-1.80 1.15 -0.78
1.34 -0.96 -0.46
2.21 -1.09 -3.31

***

Below is a molecular structure, CH2LiNaO2, with properties calculated with the ωB97M-V functional and the def2-TZVPD basis.

Output
Strongest force on any atom ... 2.01 eV Å⁻¹
HOMO energy ... -5.863 eV
HOMO-LUMO gap ... 5.79 eV
Energy relative to the best compared isomer or geometry (same formula, charge and spin) ... 0.606 eV

Last column: Löwdin charge in e.
Atoms and positions in Å:
O: 1.898 0.325 0.058  -0.0740
C: 2.188 -0.857 -0.098  -0.0778
O: -1.323 -0.621 0.108  -1.1300
Li: -2.870 -1.077 0.634  0.5866
Na: -0.372 1.282 0.215  0.5124
H: 2.919 -1.371 0.557  0.0882
H: 1.895 -1.387 -1.027  0.0945

Force components x, y, z for each atom (eV/Å):
0.33 -1.70 0.16
0.20 1.84 -0.78
-0.65 0.53 0.44
0.96 0.17 -0.37
-0.07 -0.95 -0.14
-0.47 0.10 0.17
-0.30 0.01 0.50

***

Below is a single CH2N2O2 molecule, with properties calculated with the ωB97M-V functional and the def2-TZVPD basis.

Output
Strongest force on any atom ... 2.74 eV Å⁻¹
HOMO energy (alpha / beta) ... -8.992 / -9.106 eV
HOMO-LUMO gap (alpha / beta) ... 6.72 / 6.81 eV
Energy relative to the best compared isomer or geometry (same formula, charge and spin) ... 7.737 eV

Last column: Löwdin charge in e.
Atoms and positions in Å:
C: -0.304 -0.696 -0.158  -0.1844
N: 0.472 -1.193 0.749  -0.0791
N: 0.041 1.627 0.076  0.1622
O: -0.578 0.598 -0.392  -0.0428
O: 1.357 -0.624 1.402  -0.0436
H: -0.973 -1.360 -0.681  0.1251
H: 0.912 1.389 0.571  0.0625

Force components x, y, z for each atom (eV/Å):
-0.80 1.12 -1.01
1.13 -2.04 1.44
-0.39 0.26 -0.15
0.77 0.18 0.50
-0.52 1.22 -0.57
-0.04 0.19 -0.07
-0.15 -0.94 -0.15

***

Below is a single CH2N2O2S molecule, with properties calculated with the ωB97M-V functional and the def2-TZVPD basis.

Output
Strongest force on any atom ... 6.12 eV Å⁻¹
HOMO energy ... -9.242 eV
HOMO-LUMO gap ... 7.46 eV
Structure (SMILES) ... NC(=S)[N+](=O)[O-]
Energy relative to the best compared isomer or geometry (same formula, charge and spin) ... 5.050 eV

Last column: Löwdin charge in e.
Atoms and positions in Å:
N: -1.151 -0.250 0.052  0.1183
C: 0.156 -0.456 -0.002  -0.7014
S: 0.799 -2.120 0.004  0.5728
N: 0.967 0.738 -0.059  -0.3952
O: 0.332 1.778 0.000  0.0714
O: 2.161 0.641 -0.156  0.1052
H: -1.486 0.703 0.053  0.1161
H: -1.778 -1.035 0.108  0.1128

Force components x, y, z for each atom (eV/Å):
0.50 0.88 -0.04
-0.12 -6.12 0.13
-0.99 3.92 -0.04
0.58 1.07 -0.04
0.08 0.42 -0.01
-0.12 -0.10 0.01
-0.10 -0.06 0.02
0.17 -0.03 -0.02

***

Below is a single CH2N2O3 molecule, with properties calculated with the ωB97M-V functional and the def2-TZVPD basis.

Output
Strongest force on any atom ... 4.90 eV Å⁻¹
HOMO energy ... -9.740 eV
HOMO-LUMO gap ... 10.23 eV
Structure (SMILES) ... O=c1[nH]on1O
Energy relative to the best compared isomer or geometry (same formula, charge and spin) ... 3.744 eV

Last column: Löwdin charge in e.
Atoms and positions in Å:
O: 1.821 -0.664 -0.113  0.1591
C: 0.846 -0.023 -0.016  -0.5018
N: 0.489 1.305 0.334  0.1117
O: -0.868 1.013 0.200  -0.0129
N: -0.506 -0.242 -0.272  -0.0210
O: -1.394 -1.330 0.349  0.0311
H: 0.950 2.011 -0.215  0.1432
H: -1.337 -2.071 -0.265  0.0904

Force components x, y, z for each atom (eV/Å):
1.27 -0.65 -0.14
-0.87 0.73 1.03
2.36 -0.72 1.20
-1.26 0.94 -0.21
-3.08 -3.77 -0.61
2.12 2.51 -0.21
-0.73 0.73 -0.57
0.18 0.22 -0.49

***

Below is a gas-phase ion, CH2N2O3P (charge -1), with properties calculated with the ωB97M-V functional and the def2-TZVPD basis.

Output
Strongest force on any atom ... 6.11 eV Å⁻¹
HOMO energy ... -4.788 eV
HOMO-LUMO gap ... 9.13 eV
Structure (SMILES) ... N#C[P@@](=O)([O-])ON
Total charge ... -1
Energy relative to the best compared isomer or geometry (same formula, charge and spin) ... 1.332 eV

Last column: Löwdin charge in e.
Atoms and positions in Å:
N: 3.839 1.166 -0.829  0.0810
C: 2.687 1.238 -1.006  -0.2713
P: 1.087 1.108 -1.633  0.3210
O: 0.527 2.353 -2.218  -0.3541
O: 0.914 -0.214 -2.195  -0.3185
O: 0.095 0.973 0.134  -0.3899
N: -1.211 0.905 -0.445  -0.1258
H: -1.391 0.127 -0.977  -0.0077
H: -0.996 1.734 -1.146  0.0654

Force components x, y, z for each atom (eV/Å):
-2.03 0.30 -0.02
3.85 0.02 0.48
-4.01 0.88 3.00
0.88 -0.22 0.22
0.29 -1.52 -0.99
2.14 -0.86 -2.76
0.62 6.07 0.38
0.41 -2.74 -1.52
-2.15 -1.92 1.22

***

Below is a gas-phase ion, CH2N2O3S (charge -2), with properties calculated with the ωB97M-V functional and the def2-TZVPD basis.

Output
Strongest force on any atom ... 4.90 eV Å⁻¹
HOMO energy ... 0.971 eV
HOMO-LUMO gap ... 5.83 eV
Total charge ... -2
Energy relative to the best compared isomer or geometry (same formula, charge and spin) ... 0.667 eV

Last column: Löwdin charge in e.
Atoms and positions in Å:
C: 1.255 0.979 0.056  -0.7742
N: 1.950 0.008 -0.227  -0.1460
N: -0.412 0.562 -0.249  -0.0679
O: 4.336 -0.130 -1.280  -0.6593
O: 1.274 2.025 0.752  -0.1773
O: 4.087 -1.018 1.004  -0.6583
S: 3.751 0.155 0.090  0.5651
H: -0.609 0.950 0.682  -0.0429
H: -0.579 -0.447 -0.320  -0.0393

Force components x, y, z for each atom (eV/Å):
-3.80 1.34 2.18
3.84 -2.76 -1.31
1.24 1.59 0.30
-0.49 0.30 0.65
0.12 -0.13 -1.05
-0.72 0.84 -0.54
0.06 -0.90 -0.38
-0.80 -0.72 -0.40
0.54 0.43 0.53